Entry 1:
Here is an isolated molecule of C13H15NO5S in a non-equilibrium geometry from OMol25. Energies are from wB97M-V/def2-TZVPD.

Results
LUMO energy: -0.003 Ha
Net charge: 0
Largest force on an atom: 4.790 eV Å⁻¹
Structure (SMILES): COC(=O)c1ccc(SC(=O)N(C)C)cc1OC(C)=O
Relative energy (zero: lowest compared OMol25 entry of this formula, charge and spin): 112.3 kJ/mol
E_HOMO: -8.669 eV

Atoms and positions in Å:
1 C -4.041286 2.065609 -2.794814
2 O -2.982482 1.167495 -2.359384
3 C -1.795259 1.117077 -3.076241
4 O -1.574361 1.562123 -4.195399
5 C -0.651605 0.291419 -2.323968
6 C 0.319960 -0.473976 -3.133710
7 C 1.196884 -1.379456 -2.534684
8 C 1.284014 -1.451427 -1.130690
9 S 2.626322 -2.385718 -0.412222
10 C 3.395843 -1.303888 0.769250
11 O 3.938840 -0.274116 0.340934
12 N 3.225590 -1.478768 2.230089
13 C 2.337247 -2.461947 2.837682
14 C 3.396824 -0.250989 3.093587
15 C 0.377575 -0.709187 -0.353315
16 C -0.607223 0.122749 -0.862818
17 O -1.444567 0.845418 -0.081474
18 C -1.776354 0.898920 1.211236
19 C -2.821795 1.867807 1.637804
20 O -1.231771 0.261249 2.081222
21 H -4.679095 2.170955 -1.911546
22 H -3.635348 3.019017 -3.201303
23 H -4.560373 1.531617 -3.587000
24 H 0.324236 -0.318972 -4.187600
25 H 1.850864 -2.068642 -3.100477
26 H 1.404463 -1.873038 2.925557
27 H 2.242605 -3.413414 2.317499
28 H 2.624171 -2.706391 3.830386
29 H 3.807145 -0.580581 4.034694
30 H 3.987230 0.545688 2.585042
31 H 2.391439 0.102789 3.339802
32 H 0.440581 -0.902236 0.715680
33 H -3.340393 1.554108 2.593754
34 H -2.417203 2.858786 1.852965
35 H -3.612719 2.049919 0.849459

Cartesian forces, eV/Å:
0.8 -0.4 -0.5
1.9 0.4 -0.7
1.2 -0.5 -0.2
-1.1 -0.5 2.1
-0.2 -0.7 0.5
-1.9 0.9 2.5
0.4 -0.1 0.3
-0.5 1.4 -0.5
-0.5 -1.8 -0.2
0.0 3.9 2.8
-0.8 -2.3 1.0
1.3 0.5 -2.9
-0.9 1.3 -0.9
-0.3 -0.8 -1.3
0.7 -1.0 1.0
1.1 -0.6 -2.5
-1.5 1.4 -1.0
1.3 -1.0 2.0
-2.5 0.9 -0.6
0.3 -0.4 -0.6
0.2 0.2 -0.3
-0.3 -0.6 0.5
-0.3 0.3 -0.1
-0.2 0.0 -0.6
-0.4 0.9 0.0
-0.4 -1.1 0.1
-0.1 0.4 -0.4
0.7 0.0 0.9
0.6 0.0 0.2
-0.4 -0.9 0.4
-0.1 0.3 -0.2
-0.2 0.5 -0.1
0.9 0.0 -1.3
0.4 -0.1 -0.1
0.9 -0.3 0.8


Entry 2:
Here is a cluster of 11 separate species, C13H16Cl30O in total in a non-equilibrium geometry from OMol25. Energies are from wB97M-V/def2-TZVPD.

Results
LUMO energy: 0.003 Ha
Net charge: 0
Largest force on an atom: 3.170 eV Å⁻¹
Structure (SMILES): ClC(Cl)Cl.ClC(Cl)Cl.ClC(Cl)Cl.ClC(Cl)Cl.ClC(Cl)Cl.ClC(Cl)Cl.ClC(Cl)Cl.ClC(Cl)Cl.ClC(Cl)Cl.ClC(Cl)Cl.CC(C)=O
E_HOMO: -10.065 eV

Atoms and positions in Å:
1 Cl 2.228723 -2.029329 -2.802948
2 C 3.336496 -2.524531 -1.461168
3 Cl 4.919936 -1.940456 -1.664606
4 Cl 3.347924 -4.263526 -1.374660
5 H 2.835282 -2.112837 -0.595796
6 Cl -2.124064 4.081434 -0.282106
7 C -2.989586 4.496858 -1.656943
8 Cl -2.323322 3.719236 -3.063131
9 Cl -3.016233 6.200341 -1.901891
10 H -4.019801 4.137971 -1.649714
11 Cl 1.767818 2.712466 -1.759559
12 C 3.028686 1.607306 -1.412701
13 Cl 2.562932 0.676439 0.080412
14 Cl 4.581498 2.325273 -1.268753
15 H 3.092254 0.907199 -2.170578
16 Cl 1.589571 5.010773 0.849952
17 C 1.858860 6.738122 0.563325
18 Cl 2.131213 7.665554 2.055369
19 Cl 0.421905 7.274810 -0.309813
20 H 2.722938 6.935904 -0.107742
21 Cl 3.710739 2.519858 5.095614
22 C 3.619160 0.961793 5.983461
23 Cl 3.390519 -0.457991 4.892955
24 Cl 2.403597 0.969533 7.179671
25 H 4.557379 0.818958 6.388233
26 Cl 1.821981 0.270084 -5.435529
27 C 0.488258 -0.905089 -5.549005
28 Cl 0.638184 -1.988737 -6.933915
29 Cl -1.082234 -0.077189 -5.551151
30 H 0.577863 -1.547183 -4.735502
31 Cl -0.763926 0.562339 2.544529
32 C -1.015231 2.321497 2.775987
33 Cl 0.288267 2.899155 3.892683
34 Cl -2.637896 2.695895 3.350089
35 H -0.933095 2.757285 1.810104
36 Cl -5.746524 -0.139156 0.306992
37 C -4.627412 -1.531684 0.432466
38 Cl -5.434833 -2.906113 1.093432
39 Cl -3.241864 -0.931833 1.364072
40 H -4.330526 -1.917800 -0.524410
41 Cl 0.099491 -1.725855 6.147081
42 C 0.399954 -2.417250 4.567823
43 Cl -1.102156 -2.710479 3.702713
44 Cl 1.490051 -3.776197 4.697745
45 H 0.994207 -1.708646 3.949930
46 Cl -0.687353 -5.706424 -2.972637
47 C -2.405757 -5.243265 -2.657166
48 Cl -3.288954 -6.733719 -2.524025
49 Cl -3.075208 -4.143111 -3.864924
50 H -2.441764 -4.803561 -1.649017
51 C -0.161095 -2.675317 -0.258709
52 C -1.239285 -1.942793 -0.920653
53 C -1.066030 -0.525208 -1.198467
54 O -2.192340 -2.549518 -1.415027
55 H 0.419280 -2.006763 0.319997
56 H 0.364711 -3.367945 -0.880058
57 H -0.682241 -3.332241 0.481427
58 H -0.241148 -0.575661 -1.884752
59 H -0.937972 0.069343 -0.256425
60 H -1.881813 -0.118020 -1.832606

Cartesian forces, eV/Å:
0.4 0.1 0.1
-1.5 -0.3 -0.4
0.9 0.8 -0.1
-0.1 -0.6 0.2
0.3 0.0 0.3
0.9 -0.6 2.0
-1.5 -0.3 -1.5
0.6 -0.6 -1.0
-0.1 1.3 -0.1
0.2 0.2 0.6
-0.7 0.8 -0.4
-0.4 -0.2 1.8
0.3 0.2 -0.3
0.8 0.5 0.3
0.0 -1.4 -1.4
0.7 0.1 0.3
0.1 0.2 -0.6
-0.1 -0.4 -0.3
-0.1 0.5 0.0
-0.6 -0.5 0.7
-0.1 -0.6 0.1
-1.0 0.1 -1.9
0.1 0.5 0.0
-0.6 0.2 0.8
1.7 -0.2 1.0
-0.3 -0.2 -0.2
-0.1 0.9 -1.3
0.1 0.3 -0.2
0.4 -0.2 0.1
-0.2 -0.7 1.5
-0.1 0.4 0.2
0.5 -0.6 1.1
-0.9 -0.1 -0.7
0.3 -0.2 0.1
0.4 0.5 -0.5
0.1 -0.4 -0.4
-0.2 0.8 0.0
-0.3 -0.6 0.9
-0.2 -0.6 -0.1
0.5 0.7 -0.6
-0.1 0.1 0.1
0.9 1.2 -0.8
0.0 -0.4 0.0
-0.1 -0.8 0.0
-0.8 -0.2 0.7
-0.4 0.7 -0.1
0.6 0.0 0.7
-0.7 -0.6 -0.2
0.3 -0.4 0.2
0.1 0.3 -0.9
-1.3 -1.3 2.1
-2.0 -1.4 -2.0
-1.0 1.6 0.1
0.5 0.3 0.8
1.2 0.6 0.4
0.5 -0.1 -0.7
0.4 0.3 -0.4
1.2 0.7 0.0
0.4 -0.3 -1.1
0.2 -0.3 0.8


Entry 3:
Here is an isolated molecule of C13H16ClN in a non-equilibrium geometry from OMol25. Energies are from wB97M-V/def2-TZVPD.

Results
LUMO energy: 0.030 Ha
Net charge: 0
Largest force on an atom: 5.327 eV Å⁻¹
Structure (SMILES): C[C@]12CCc3ccccc3[C@H]1[C@H](Cl)NC2
E_HOMO: -8.966 eV

Atoms and positions in Å:
1 C -0.558456 1.630382 -1.614966
2 C -0.965740 1.056875 -0.324549
3 C -0.043175 1.551430 0.878277
4 C 1.401250 1.303858 0.667680
5 C 1.642754 -0.125883 0.304034
6 C 2.929708 -0.610303 0.326083
7 C 3.246399 -1.881946 -0.028850
8 C 2.274428 -2.721021 -0.366937
9 C 0.888074 -2.328077 -0.338136
10 C 0.597915 -1.024340 -0.081338
11 C -0.787867 -0.440819 -0.312293
12 C -2.176712 -0.937723 0.748789
13 Cl -3.343177 -1.830115 -0.321333
14 N -2.640560 0.330304 1.272825
15 C -2.385624 1.260440 0.140794
16 H 0.288969 1.005702 -1.858828
17 H -0.210934 2.639411 -1.392586
18 H -1.260377 1.704849 -2.461313
19 H -0.384741 1.017456 1.701171
20 H -0.206567 2.619811 1.104536
21 H 1.876360 1.458087 1.571679
22 H 1.844675 1.980939 -0.090863
23 H 3.742231 0.080695 0.584644
24 H 4.267544 -2.123492 -0.096245
25 H 2.396533 -3.814289 -0.577254
26 H 0.064603 -3.007395 -0.717635
27 H -1.068718 -0.780458 -1.351465
28 H -2.001133 -1.488049 1.560100
29 H -3.713805 0.418806 1.334541
30 H -2.807700 2.221019 0.478904
31 H -2.906171 0.833855 -0.739473

Cartesian forces, eV/Å:
0.6 1.1 -0.6
0.8 0.5 3.9
-0.9 1.6 -2.2
-0.4 -0.4 -2.0
-0.3 -1.1 -0.4
0.3 2.0 0.4
1.0 0.5 0.0
-4.0 -3.5 -0.4
0.9 -1.2 -1.2
-0.3 2.4 0.9
-2.8 -2.1 0.1
1.2 3.1 -3.6
0.0 0.1 0.2
-1.8 0.6 -1.8
-1.2 -0.7 -0.6
0.5 0.3 -0.9
0.2 0.2 -0.5
0.0 -0.5 0.5
-0.5 -1.0 1.7
-0.2 -0.3 -0.3
1.3 0.6 1.9
-0.2 -0.3 0.3
-0.3 -0.2 0.0
1.1 -0.6 0.1
0.5 1.2 0.0
1.2 0.7 0.7
-0.2 -0.1 1.2
1.2 -3.0 2.6
2.1 -0.9 0.4
0.8 0.1 -0.8
-0.8 0.8 0.2


Entry 4:
Here is an isolated molecule of C13H16ClO6PS in a non-equilibrium geometry from OMol25. Energies are from wB97M-V/def2-TZVPD.

Results
LUMO energy: -0.061 Ha
Net charge: 0
Largest force on an atom: 1.497 eV Å⁻¹
Structure (SMILES): C[C@@H](Cl)CC1=C(P(O)(O)=S)C(=O)C=C(CCCC(=O)O)C1=O
E_HOMO: -9.083 eV

Atoms and positions in Å:
1 C 1.878969 -2.794852 0.500502
2 C 3.003135 -1.861225 0.910073
3 Cl 4.288135 -1.869406 -0.327583
4 C 2.560576 -0.439424 1.311521
5 C 1.533178 0.243732 0.443723
6 C 1.737327 1.009972 -0.648478
7 P 3.310233 1.563314 -1.343630
8 O 3.633880 0.521301 -2.499750
9 O 4.429709 1.322471 -0.232537
10 S 3.285075 3.424563 -1.882394
11 C 0.546374 1.518516 -1.402283
12 O 0.592528 1.751459 -2.587828
13 C -0.709674 1.680697 -0.650689
14 C -0.935543 0.980248 0.465131
15 C -2.216853 1.036587 1.239574
16 C -3.227470 -0.035268 0.776895
17 C -4.103016 0.473414 -0.366673
18 C -5.084662 -0.527076 -0.918892
19 O -5.680876 -0.389107 -1.950201
20 O -5.266338 -1.599885 -0.128052
21 C 0.115786 0.044761 0.919293
22 O -0.155620 -0.867324 1.672084
23 H 2.312281 -3.711784 0.102595
24 H 1.284906 -3.063596 1.371061
25 H 1.236376 -2.365153 -0.265427
26 H 3.462584 -2.274496 1.807111
27 H 3.419800 0.198514 1.492285
28 H 2.074143 -0.597993 2.276128
29 H 4.596590 0.456321 -2.594711
30 H 4.858778 2.180109 -0.086694
31 H -1.444911 2.349958 -1.079382
32 H -2.651954 2.024341 1.077151
33 H -2.034399 0.919975 2.305331
34 H -3.871816 -0.284938 1.618405
35 H -2.702496 -0.946436 0.492134
36 H -3.510099 0.830454 -1.208181
37 H -4.714535 1.296712 0.012066
38 H -5.850100 -2.199458 -0.619678

Cartesian forces, eV/Å:
0.2 -0.2 -0.1
-0.4 0.1 0.5
0.1 0.1 -0.2
-0.2 -0.3 0.2
0.4 0.2 -0.3
0.0 -0.5 0.3
-0.3 1.3 -0.7
0.2 -0.2 0.3
0.3 -0.1 0.2
0.0 -0.4 0.3
-0.1 0.0 -0.3
0.2 0.0 0.1
-0.1 -0.1 0.4
-0.1 0.5 -0.2
-0.2 -0.1 -0.3
0.0 0.2 0.1
0.1 -0.3 0.4
0.0 0.1 0.0
-0.1 0.0 -0.3
0.1 -0.3 0.0
0.0 -0.3 0.0
0.0 0.2 0.1
0.0 0.0 0.0
-0.1 0.2 0.0
0.0 0.0 0.0
0.2 0.0 -0.1
0.1 -0.1 -0.2
0.0 0.1 0.0
-0.1 -0.2 -0.2
0.0 0.0 0.1
0.0 0.0 -0.1
0.0 0.0 0.1
0.2 0.0 0.0
0.0 -0.1 0.0
0.0 0.0 0.0
-0.1 0.1 0.0
0.1 0.2 -0.2
-0.1 0.1 0.1


Question: Which value of E_HOMO does entry 4 give?
Answer: -9.083 eV